[1]
Entry from the Open Molecules 2025 dataset: 15 unconnected molecules or ions with the total composition C22H62O18 at a distorted geometry (wB97M-V/def2-TZVPD).

Positions of all 102 atoms, in Å:
C -1.02079 1.46198 -0.01882
C -0.08630 1.25413 -1.02961
C 0.45671 -0.13816 -1.29590
O 1.28981 -0.35941 -2.25010
C 0.01335 -1.23404 -0.58863
C -1.04543 -1.09969 0.38526
C -1.54978 0.34182 0.75610
O -2.36031 0.46863 1.69896
O -1.57640 -2.09551 0.93947
O 0.33771 2.31385 -1.64381
H -1.38365 2.45902 0.17809
H 0.35053 -2.24979 -0.73991
C 0.58519 4.93236 -4.34432
C 0.15745 3.73611 -5.17866
O 0.60189 2.50504 -4.60813
H 0.10225 4.89197 -3.36488
H 0.22851 5.84362 -4.82845
H 1.64695 4.94207 -4.09760
H 0.56503 3.77907 -6.18980
H -0.93318 3.72558 -5.26196
H 0.50492 2.55190 -3.64704
C 1.79730 3.22623 1.59351
C 2.89247 2.92281 0.57867
O 2.77530 3.65275 -0.60849
H 2.26313 3.28305 2.58154
H 1.05258 2.43454 1.58247
H 1.41153 4.24078 1.49237
H 3.02428 1.84602 0.43161
H 3.87010 3.14360 1.01872
H 2.10283 3.23774 -1.16632
C 2.23966 -4.48675 2.96861
C 1.14815 -4.14471 1.98002
O -0.02073 -3.77067 2.66992
H 2.52756 -3.69671 3.66289
H 3.15900 -4.61562 2.38768
H 2.05397 -5.43157 3.47916
H 0.91981 -5.03313 1.38623
H 1.46668 -3.33613 1.31802
H -0.56240 -3.23802 2.06832
C -0.86501 4.58416 4.13983
C -1.45023 3.65621 3.08432
O -0.90439 2.38009 3.32433
H 0.21569 4.70873 4.04538
H -1.00633 4.32546 5.18988
H -1.26577 5.59452 4.02288
H -1.23015 3.99199 2.06753
H -2.53628 3.55785 3.17187
H -1.35019 1.78001 2.70969
C -2.89097 4.13706 -2.82292
C -2.69039 4.54007 -1.34979
O -1.30330 4.62026 -1.14590
H -2.61887 4.93811 -3.51116
H -3.92412 3.90532 -3.10565
H -2.40222 3.18684 -3.04005
H -3.07211 3.70439 -0.75534
H -3.24925 5.43396 -1.07746
H -0.85874 3.75941 -1.15224
C 5.13842 -3.51004 -0.51949
C 3.91333 -2.57123 -0.57476
O 3.36932 -2.40865 -1.86775
H 4.93721 -4.40425 -1.10961
H 5.28727 -3.83202 0.51180
H 6.01166 -2.95176 -0.85486
H 4.22772 -1.58359 -0.23024
H 3.13341 -2.98683 0.06837
H 2.79292 -1.63502 -1.78114
C -3.52094 -4.05838 -2.98266
C -3.01703 -3.16602 -1.91149
O -2.82866 -3.86216 -0.68212
H -3.68121 -3.60365 -3.95760
H -4.36050 -4.64456 -2.59852
H -2.81117 -4.87465 -3.14835
H -3.62538 -2.26920 -1.76474
H -2.05311 -2.75149 -2.22533
H -2.55917 -3.17833 -0.04233
C 2.56124 -0.74556 2.08227
C 1.48099 -0.42503 3.09140
O 2.12380 0.01681 4.30432
H 2.10347 -1.05640 1.14124
H 3.16130 -1.59297 2.41953
H 3.21844 0.10049 1.88460
H 0.80769 -1.22812 3.39639
H 0.81472 0.34695 2.69855
H 1.69248 0.82499 4.59273
O -4.56056 1.85540 1.30640
H -3.75315 1.30365 1.29814
H -5.15135 1.43282 0.67922
O -0.25610 -5.19202 -0.95016
H -1.06885 -4.68497 -0.80462
H -0.45995 -6.07611 -0.63723
O -3.13502 -2.72260 3.00144
H -3.47810 -3.53742 2.62705
H -2.80545 -2.22245 2.23383
O 1.51357 -4.48896 -2.81049
H 0.82285 -4.79432 -2.19717
H 2.10542 -3.95680 -2.26074
O -2.52708 -0.11192 4.28494
H -2.54638 0.10495 3.33572
H -2.34046 0.72531 4.71692
O 0.53603 -2.13280 -4.33499
H 0.57735 -3.00489 -3.92645
H 0.60598 -1.51535 -3.59247

Output
LUMO level (eV): 4.0
Net charge: -2
Highest occupied orbital energy (Ha): -0.121
Energy (a.u.): -2229.8189

Atom charges from the Mulliken analysis, given in e for atoms 1 to 6: C 0.99; C 1.11; C 0.02; O -1.18; C 0.66; C -0.70

[2]
Entry from the Open Molecules 2025 dataset: a molecular structure, C3H11N3O at a distorted geometry (wB97M-V/def2-TZVPD).

Positions of all 18 atoms, in Å:
C 0.75449 -1.29296 -0.59363
C 1.71648 1.05097 -0.62167
C 0.66837 0.11777 -0.06090
N 0.47869 0.17545 1.28266
H 0.48459 1.12011 1.65225
H 0.64869 -1.27050 -1.67513
H 1.71296 -1.72879 -0.30936
H 1.53847 1.15829 -1.69067
H 2.71438 0.64047 -0.46712
H 1.66219 2.03392 -0.15528
H -0.04325 -1.90391 -0.17812
N -2.43944 0.29867 0.68738
N -2.06909 -0.67919 1.36929
O -0.92497 0.59515 -0.91895
H -1.00575 1.55382 -0.84655
H -3.05180 0.07871 -0.11166
H -2.37987 -1.61211 1.04613
H -0.46512 -0.33588 1.59136

Output
LUMO level (eV): 1.0
Net charge: 0
Highest occupied orbital energy (Ha): -0.326
ΔE to the lowest compared entry with this formula, charge and spin (kJ/mol): 373.7
Energy (a.u.): -360.2951

Atom charges from the Mulliken analysis, given in e for atoms 1 to 6: C -1.42; C -1.44; C 1.23; N -0.58; H 0.26; H 0.32